Molecular formula: C4H12NO2
Method: DFT, wB97M-V/def2-TZVPD

```
! wB97M-V def2-TZVPD RIJCOSX def2/J DEFGRID3
* xyz -1 1
C -1.14654 1.29693 -0.33184
O -1.91102 0.59528 -1.24384
C -0.25588 0.40452 0.53081
C 0.65486 -0.40063 -0.39935
C 1.86120 -0.80726 0.29429
N 2.26503 0.38166 0.93382
H -0.55345 2.02708 -0.92298
H -1.80552 1.85338 0.37491
H 0.36799 0.94036 1.26635
H -0.89576 -0.31386 1.04724
H 0.03501 -1.22145 -0.79066
H 1.02652 0.17544 -1.25678
H 2.47283 -1.25834 -0.52247
H 1.70219 -1.73006 0.87979
H 1.40203 1.41594 -0.30317
H 3.03677 0.15982 1.58600
H -3.14290 -1.95970 -0.49763
H -2.22106 -0.33353 -0.71918
O -2.89232 -1.22557 0.07468
*
```

Its calculated total energy is -9922.274 eV. The value obtained for the energy relative to the best compared isomer or geometry (same formula, charge and spin) is 5.9502 eV. For the HOMO energy, the calculation gives -3.77 eV. For the largest force on an atom, the calculation gives 3.4 eV/Å.

Atomic partial charges in e from the natural (NBO) method, atoms 1 to 5:
1. C -0.0303
2. O -0.8225
3. C -0.5030
4. C -0.4284
5. C -0.2748

---

Molecular formula: C6H8
Method: DFT, wB97M-V/def2-TZVPD

```
! wB97M-V def2-TZVPD RIJCOSX def2/J DEFGRID3
* xyz 0 1
C -1.43047 -0.04860 -0.63733
C -1.24679 -0.03703 0.93539
C 1.04982 -1.02188 0.06222
C 1.14633 1.08978 -0.06084
C 2.15112 -0.03017 0.12003
C 0.02532 0.03372 0.07539
H -1.71662 -0.98294 -1.00925
H -1.90693 0.83146 -1.11184
H -1.67380 0.83716 1.42782
H -1.42503 -0.97832 1.38435
H 1.35712 -1.28306 -1.04833
H 1.10071 -1.82364 0.70878
H 1.30419 2.07358 0.30727
H 1.26503 1.33993 -1.15364
*
```

Its calculated total energy is -6345.512 eV. The value obtained for the energy relative to the best compared isomer or geometry (same formula, charge and spin) is 5.2718 eV. For the HOMO energy, the calculation gives -8.09 eV. For the largest force on an atom, the calculation gives 4.4 eV/Å.

Atomic partial charges in e from the natural (NBO) method, atoms 1 to 5:
1. C -0.4239
2. C -0.4059
3. C -0.5714
4. C -0.5899
5. C 0.1545

---

Molecular formula: C10H11NOSe
Method: DFT, wB97M-V/def2-TZVPD

```
! wB97M-V def2-TZVPD RIJCOSX def2/J DEFGRID3
* xyz 0 1
C 2.39560 0.38287 -1.12909
C -1.17604 -0.56791 3.66799
C -2.02307 0.46819 3.31730
C -0.08685 -0.97107 2.85451
C -1.79097 1.14022 2.06908
C 0.09145 -0.40118 1.63053
C -0.79921 0.58484 1.23559
C 0.09974 0.16479 -3.53104
C 2.81522 -0.31691 -2.14910
C -0.83072 -0.20577 -1.46725
N 1.82219 0.91135 -0.23800
O -0.97163 -0.29149 -2.78618
Se -0.40976 1.24981 -0.52200
H -1.32142 -0.97911 4.61789
H -2.82650 0.84170 3.95044
H 0.59878 -1.77931 3.11703
H -2.41801 2.05729 1.88527
H 0.79183 -0.83035 1.02486
H 1.07430 -0.25116 -3.14879
H 0.10234 1.27593 -3.77160
H 0.00678 -0.26504 -4.59683
H 3.29775 0.10783 -3.01987
H 2.91768 -1.45675 -2.11729
H -1.35948 -0.86876 -0.89347
*
```

Its calculated total energy is -79426.221 eV. For the HOMO energy (alpha / beta), the calculation gives -6.93 / -6.93 eV. For the largest force on an atom, the calculation gives 4.1 eV/Å.

Atomic partial charges in e from the natural (NBO) method, atoms 1 to 5:
1. C 0.3135
2. C -0.1969
3. C -0.2049
4. C -0.1897
5. C -0.2119

---

Molecular formula: C5H8OS
Method: DFT, wB97M-V/def2-TZVPD

```
! wB97M-V def2-TZVPD RIJCOSX def2/J DEFGRID3
* xyz 0 1
C 1.47800 0.56618 -1.68108
C 1.32198 -0.72037 -0.94648
C 0.80949 0.44879 -0.18037
C -1.37297 -0.49188 1.29333
C -2.10150 -0.20202 2.45617
H -0.38133 0.95387 -2.37382
H 2.38799 1.08054 -1.73188
H 0.47206 -1.35784 -1.46170
H 2.17389 -1.21834 -0.38932
H 1.47138 0.96986 0.55050
H -1.21851 -1.60650 1.03703
H -2.26654 -0.93680 3.20342
H -2.42363 0.80125 2.79163
O 0.52684 0.86639 -2.66323
S -0.87714 0.84686 0.09581
*
```

Its calculated total energy is -18194.339 eV. The value obtained for the energy relative to the best compared isomer or geometry (same formula, charge and spin) is 2.9638 eV. For the HOMO energy, the calculation gives -8.76 eV. For the largest force on an atom, the calculation gives 4.6 eV/Å.

Atomic partial charges in e from the natural (NBO) method, atoms 1 to 5:
1. C 0.1381
2. C -0.4628
3. C -0.4588
4. C -0.3409
5. C -0.3921

---

Molecular formula: C2H4LaO
Method: DFT, wB97M-V/def2-TZVPD

```
! wB97M-V def2-TZVPD RIJCOSX def2/J DEFGRID3
* xyz 3 1
O 0.33607 0.31159 0.29224
La -1.16947 -1.82018 0.75097
C 0.72819 1.42406 0.43032
C 1.29568 2.52180 0.85316
H 2.34083 2.48194 1.16703
H 0.69635 3.43493 0.87166
H 1.49909 2.37021 -2.02375
H 1.83871 3.02599 -1.73171
*
```

Its calculated total energy is -5007.176 eV. For the HOMO energy (alpha / beta), the calculation gives -22.19 / -21.18 eV. For the largest force on an atom, the calculation gives 2.3 eV/Å.

Atomic partial charges in e from the natural (NBO) method, atoms 1 to 5:
1. O -0.6978
2. La 2.6079
3. C 0.7714
4. C -0.4048
5. H 0.3584

---

Molecular formula: C48H63AsGe2N3O8Si4TeTi
Method: DFT, wB97M-V/def2-TZVPD

```
! wB97M-V def2-TZVPD RIJCOSX def2/J DEFGRID3
* xyz 1 1
Ti 0.46001 -1.51213 0.38708
O -0.21879 -0.18428 1.23976
As -2.09216 -2.33386 0.45124
C -2.97478 -0.65961 0.00168
C -3.04964 -0.23823 -1.32271
C -3.46819 1.04344 -1.63243
C -3.82069 1.91744 -0.61711
C -3.74756 1.50832 0.70405
C -3.31858 0.23054 1.01301
C -2.69985 -3.45827 -1.03926
C -1.83653 -4.41722 -1.56172
C -2.24951 -5.25919 -2.58391
C -3.54499 -5.17753 -3.06456
C -4.41678 -4.23556 -2.54160
C -3.99850 -3.38091 -1.53812
C -3.25865 -3.22072 1.77025
C -2.78287 -4.47208 2.15783
C -3.48804 -5.25603 3.04799
C -4.67988 -4.78546 3.57450
C -5.15807 -3.54261 3.19912
C -4.45322 -2.75697 2.29983
H -2.77332 -0.92868 -2.11222
H -3.52954 1.35025 -2.66605
H -4.14170 2.91897 -0.86018
H -4.01874 2.18453 1.49966
H -3.22722 -0.08001 2.04756
H -0.83147 -4.51834 -1.15203
H -1.57335 -5.99472 -2.99962
H -3.87712 -5.85258 -3.83925
H -5.42952 -4.17625 -2.91160
H -4.68794 -2.64597 -1.13447
H -1.84559 -4.82611 1.73252
H -3.11223 -6.22844 3.32333
H -5.23811 -5.39279 4.26953
H -6.09156 -3.18300 3.60538
H -4.84445 -1.79025 2.00485
O 1.38368 -5.86786 -5.40074
N 1.89158 -5.65716 -4.32297
O 2.75200 -6.32984 -3.80386
C 1.43006 -4.50299 -3.59243
C 0.47313 -3.68208 -4.16147
C 0.02994 -2.57235 -3.46415
C 0.45060 -2.34062 -2.12894
O -0.10293 -1.44372 -1.38042
C 1.49775 -3.16075 -1.61668
C 1.97945 -4.22451 -2.33559
N 1.95863 -2.89022 -0.28041
O 0.89880 -3.20939 0.56175
O 2.14621 -1.50842 -0.11557
N -0.87081 -1.64847 -4.07220
O -1.53906 -2.02326 -5.00842
O -0.90050 -0.51605 -3.61425
H 0.07912 -3.89584 -5.14404
H 2.76454 -4.85499 -1.94654
C 0.29574 1.91647 -4.69889
Si 1.67163 1.31019 -3.52726
C 2.42270 -0.36079 -4.07846
C 3.10042 2.57514 -3.72029
Si 1.80341 3.38246 -0.95528
Te 0.96461 1.03313 -1.06465
Si 4.13347 4.16934 -0.45885
C 5.40748 2.76408 -0.80063
C 4.34878 4.76936 1.35320
C 4.49077 5.67027 -1.59616
Si 0.21831 5.11873 -1.58540
C -1.39325 4.24381 -2.14352
C -0.12291 6.25959 -0.08525
C 0.90244 6.19068 -3.01083
H 0.39791 1.41878 -5.65753
H 0.36072 2.98286 -4.88291
H -0.69038 1.68591 -4.31495
H 2.04262 -0.67001 -5.04819
H 2.19786 -1.14794 -3.36357
H 3.50370 -0.29880 -4.15904
H 3.44585 2.55198 -4.74802
H 3.94614 2.33481 -3.08967
H 2.79500 3.59119 -3.50337
H 4.93642 1.79839 -0.96482
H 6.08426 2.65333 0.04136
H 6.01765 2.97834 -1.67276
H 4.04893 4.02206 2.08190
H 3.77511 5.66905 1.54799
H 5.38980 5.01053 1.55042
H 4.34869 5.44227 -2.64766
H 5.51757 6.00530 -1.47425
H 3.85132 6.51168 -1.34933
H -1.32316 3.16635 -1.99955
H -1.60943 4.41953 -3.19254
H -2.25049 4.59088 -1.57565
H -0.48767 5.71026 0.77552
H -0.87241 7.00690 -0.33030
H 0.77222 6.79234 0.21732
H 1.18777 5.60228 -3.87495
H 1.76968 6.76050 -2.70241
H 0.15656 6.90481 -3.34355
C 2.54385 2.21989 4.67150
Ge 1.82368 1.71926 2.89146
C 0.90442 3.35070 2.16803
C 3.35053 1.09609 1.74956
Ge 0.20833 -0.12230 2.95616
C 1.05110 -1.89734 3.28469
C 2.40083 -1.97314 3.60893
C 2.97685 -3.18621 3.94329
C 2.20285 -4.33290 3.98487
C 0.86029 -4.27230 3.65063
C 0.29370 -3.06462 3.28595
C -1.52407 0.14108 3.91861
C -2.28995 -0.91435 4.39822
C -3.54260 -0.68598 4.94238
C -4.03447 0.60575 5.02845
C -3.26751 1.66811 4.57529
C -2.01843 1.43586 4.02771
H 3.30159 2.98806 4.56298
H 2.99124 1.36491 5.16942
H 1.75545 2.60486 5.30982
H 1.60586 4.07506 1.76856
H 0.37288 3.82697 2.98767
H 0.17901 3.08641 1.40139
H 3.63860 1.82920 1.00286
H 3.09483 0.16176 1.24113
H 4.21208 0.90548 2.38835
H 2.99571 -1.06379 3.62390
H 4.02618 -3.22985 4.18914
H 2.64179 -5.27152 4.28545
H 0.25036 -5.16290 3.68930
H -0.75792 -3.03470 3.00788
H -1.91221 -1.92771 4.35589
H -4.12878 -1.52476 5.28780
H -5.00736 0.79083 5.45693
H -3.64321 2.67894 4.64732
H -1.41435 2.26192 3.66587
*
```

Its calculated total energy is -307429.000 eV. The value obtained for the energy relative to the best compared isomer or geometry (same formula, charge and spin) is 1.0883 eV. For the HOMO energy, the calculation gives -10.62 eV. For the largest force on an atom, the calculation gives 3.2 eV/Å.

Atomic partial charges in e from the Mulliken method, atoms 1 to 5:
1. Ti 0.0802
2. O 0.9917
3. As 2.1931
4. C -0.0995
5. C -0.2277